Formula: C3H8N2O
Source: the OMol25 dataset
Level of theory: ωB97M-V with the def2-TZVPD basis set

Geometry as XYZ:
```
14
Properties=species:S:1:pos:R:3:forces:R:3:nbo_charge:R:1
C 0.4704 1.9592 0.1643 0.044 0.172 0.007 -0.433
N 0.1505 0.5564 0.0710 -0.277 0.008 0.098 -0.567
C 0.9236 -1.2508 -0.5849 0.212 -0.203 -0.092 -0.258
C -1.0258 0.1170 0.4412 0.179 0.040 -0.068 0.712
O -2.0284 0.6186 0.9374 0.171 -0.089 -0.082 -0.678
N -0.9558 -1.3294 0.1120 -0.219 -0.022 0.070 -0.738
H -0.3939 2.5183 0.5460 0.106 -0.075 -0.045 0.220
H 1.3195 2.1325 0.8376 -0.119 -0.040 -0.085 0.188
H 0.7359 2.3679 -0.8195 -0.032 -0.065 0.127 0.188
H 0.6680 -2.2001 -1.0615 0.011 0.166 0.094 0.168
H 1.4213 -0.6091 -1.3043 -0.113 -0.044 0.123 0.203
H 1.5066 -1.4027 0.3156 -0.113 0.051 -0.123 0.209
H -1.6567 -1.5706 -0.5888 0.110 0.033 0.083 0.392
H -1.1352 -1.9073 0.9341 0.040 0.069 -0.106 0.394
```
Positions in Å, forces in eV/Å.

Values from the calculation:
Kohn-Sham gap: 8.869 eV
energy above the lowest of the compared OMol25 structures with the same formula, charge and spin: 99.0 kcal per mole
DFT total energy: -303.7343 a.u.

***

Formula: C3H8N2O
Source: the OMol25 dataset
Level of theory: ωB97M-V with the def2-TZVPD basis set

Geometry as XYZ:
```
14
Properties=species:S:1:pos:R:3:forces:R:3:nbo_charge:R:1
C 0.8162 -0.6923 1.8673 -1.328 -1.128 -2.096 -0.693
C -1.1563 0.2513 -2.2385 -1.080 -2.678 0.707 -0.489
C 1.2803 0.4626 1.0396 -3.882 0.785 -0.576 -0.182
N -0.0792 0.3499 -1.2445 1.065 1.019 -4.250 -0.260
N -0.3391 0.3867 -0.0774 3.323 0.055 3.676 0.350
O -1.3491 0.2238 0.5667 -1.694 0.237 0.105 -0.477
H 1.4322 -0.9522 2.6795 0.561 -0.211 1.203 0.224
H -0.2794 -0.6884 2.0471 0.853 0.809 0.844 0.267
H 0.7736 -1.5487 1.1353 0.779 0.366 0.749 0.211
H -0.9199 -0.5724 -2.9645 0.109 0.615 0.826 0.212
H -1.3865 1.0795 -2.8732 0.439 1.135 0.156 0.219
H -2.0812 -0.0537 -1.7095 0.221 0.220 -0.441 0.208
H 1.2096 1.5346 1.3918 0.227 -1.455 -0.211 0.208
H 2.0789 0.2192 0.3805 0.407 0.230 -0.690 0.202
```
Positions in Å, forces in eV/Å.

Values from the calculation:
Kohn-Sham gap: 10.128 eV
energy above the lowest of the compared OMol25 structures with the same formula, charge and spin: 124.0 kcal per mole
DFT total energy: -303.6945 a.u.

***

Formula: C3H8N2O
Source: the OMol25 dataset
Level of theory: ωB97M-V with the def2-TZVPD basis set

Geometry as XYZ:
```
14
Properties=species:S:1:pos:R:3:forces:R:3:nbo_charge:R:1
C -0.9760 0.0429 1.2492 0.292 0.400 -0.149 -0.404
C 1.3842 -0.4456 0.7747 -0.204 0.425 -0.147 -0.400
N 0.0645 -0.1525 0.2690 0.007 1.175 -0.712 -0.522
C -0.1998 0.1467 -1.3462 0.984 -0.675 8.849 0.608
O -0.3959 1.4613 -1.4940 0.094 -0.755 -1.290 -0.637
N -0.2383 -1.0664 -1.5308 -1.402 1.772 -6.825 -0.319
H -0.5514 1.6293 -2.4376 -0.132 0.239 -0.098 0.495
H -0.5350 -0.3518 -2.7776 0.315 -2.487 0.290 0.070
H -1.1362 -0.8628 1.8472 0.031 0.027 -0.039 0.186
H -0.7245 0.8647 1.9359 -0.057 -0.008 0.139 0.169
H 2.0899 -0.5929 -0.0449 -0.102 -0.005 -0.004 0.203
H 1.7610 0.3776 1.3994 0.140 -0.064 0.093 0.166
H -1.9238 0.3131 0.7804 0.064 -0.114 -0.114 0.201
H 1.3814 -1.3637 1.3755 -0.030 0.069 0.007 0.184
```
Positions in Å, forces in eV/Å.

Values from the calculation:
Kohn-Sham gap (spin up / spin down): 7.750 / 7.749 eV
energy above the lowest of the compared OMol25 structures with the same formula, charge and spin: 153.8 kcal per mole
DFT total energy: -303.6471 a.u.

***

Formula: C3H8N2O
Source: the OMol25 dataset
Level of theory: ωB97M-V with the def2-TZVPD basis set

Geometry as XYZ:
```
14
Properties=species:S:1:pos:R:3:forces:R:3:nbo_charge:R:1
C 1.2113 -0.5690 1.9243 0.487 -0.095 0.256 -0.706
C 0.0516 -0.1981 1.0454 -0.002 0.265 -0.083 0.668
O -1.0246 0.1745 1.4788 0.011 -0.068 0.147 -0.632
N 0.2965 -0.2643 -0.2901 -0.150 0.044 0.147 -0.630
C -0.7340 0.1395 -1.2535 1.093 0.105 -0.150 -0.055
N -0.1961 0.6309 -2.4948 -0.353 0.202 -0.058 -0.844
H 0.9092 -1.1949 2.7484 -0.400 -0.341 0.111 0.240
H 1.9867 -1.0900 1.3714 0.155 -0.048 -0.063 0.204
H 1.6620 0.2931 2.4140 -0.108 0.293 -0.286 0.239
H 1.1934 -0.5716 -0.6206 0.000 -0.021 -0.045 0.389
H -1.3369 -0.7072 -1.5049 -0.558 -0.608 0.059 0.177
H -1.3298 0.8576 -0.7116 -0.325 0.324 -0.259 0.223
H 0.1329 1.5827 -2.5217 0.134 -0.068 0.291 0.370
H 0.4540 -0.0010 -2.9330 0.017 0.015 -0.066 0.358
```
Positions in Å, forces in eV/Å.

Values from the calculation:
Kohn-Sham gap: 10.315 eV
energy above the lowest of the compared OMol25 structures with the same formula, charge and spin: 12.4 kcal per mole
DFT total energy: -303.8723 a.u.
SMILES string: CC(=O)NCN

***

Number 1: maximum force 0.308 eV/A. Number 2: maximum force 4.956 eV/A. Number 3: maximum force 8.929 eV/A. Number 4: maximum force 1.108 eV/A.